Entry from the Open Molecules 2025 dataset: a single C5H4N2 molecule in a non-equilibrium geometry (wB97M-V/def2-TZVPD).

CARTESIAN COORDINATES (ANGSTROEM)
1 N -0.82 -1.02 0.77
2 N -2.56 2.15 0.56
3 C 2.38 -0.20 -0.54
4 C 1.35 0.16 0.17
5 C -2.06 1.16 0.21
6 C 0.09 -0.08 0.30
7 C -1.27 0.02 -0.19
8 H 3.43 0.04 -0.47
9 H 2.09 -0.87 -1.35
10 H -1.47 -0.39 -1.18
11 H -1.16 -0.97 1.72

The calculation puts the total energy at -302.278086 Ha. The calculation puts the HOMO-LUMO gap at 9.938 eV. The SMILES is C=C=C1N[C@H]1C#N. The energy relative to the best compared isomer or geometry (same formula, charge and spin) comes out at 394.40 kJ/mol. The calculation puts the largest force on an atom at 1.008 eV Å⁻¹. The value obtained for the LUMO energy is 0.0241 hartree.

In the natural (NBO) picture, each atom carries the following charge in e: -0.536, -0.283, -0.410, -0.009, 0.247, 0.137, -0.197, 0.213, 0.204, 0.244, 0.392